1.
The following is a quantum chemistry calculation of a structure of composition C54H54BBaF4N10O3PS at a distorted geometry, from the Open Molecules 2025 dataset.

The geometry in ORCA input format:
```
! wB97M-V def2-TZVPD RIJCOSX def2/J DEFGRID3
* xyz 0 1
Ba -0.272 -0.727 0.020
C 0.242 5.279 2.062
C 0.758 4.316 1.045
C 1.607 4.633 0.004
C 1.803 3.429 -0.693
N 1.119 2.461 -0.111
N 0.481 2.992 0.969
B -0.456 1.952 1.618
N -0.320 1.475 3.081
N -0.219 0.118 3.105
C -0.107 -0.262 4.363
C -0.135 0.866 5.199
C -0.262 1.948 4.349
C -0.298 3.377 4.780
C 0.029 -1.715 4.743
C -1.044 -2.060 5.782
C -0.150 -2.600 3.508
C 1.426 -1.953 5.334
N -1.915 2.129 1.105
N -2.153 1.468 -0.054
C -3.391 1.756 -0.442
C -3.982 2.611 0.497
C -3.017 2.819 1.465
C -3.169 3.618 2.718
C -3.977 1.181 -1.710
C -3.008 1.415 -2.876
C -4.210 -0.324 -1.521
C -5.316 1.851 -2.025
C 2.597 3.163 -1.950
C 1.619 2.737 -3.054
C 3.358 4.415 -2.385
C 3.595 2.031 -1.673
H 0.381 6.292 1.689
H 0.790 5.191 3.000
H -0.819 5.123 2.247
H 2.024 5.604 -0.200
H -0.092 0.966 1.040
H -0.052 0.910 6.272
H -0.883 3.465 5.695
H -0.730 4.017 4.021
H 0.712 3.727 4.998
H -2.038 -1.840 5.390
H -0.899 -1.477 6.691
H -1.000 -3.121 6.041
H -1.085 -2.366 2.996
H -0.153 -3.653 3.796
H 0.683 -2.433 2.817
H 1.534 -1.436 6.288
H 2.199 -1.578 4.661
H 1.588 -3.021 5.503
H -4.976 3.026 0.491
H -4.225 3.682 2.973
H -2.805 4.639 2.592
H -2.640 3.150 3.545
H -2.030 0.981 -2.662
H -2.877 2.485 -3.046
H -3.408 0.965 -3.787
H -3.303 -0.821 -1.186
H -4.535 -0.782 -2.458
H -4.982 -0.495 -0.769
H -5.191 2.929 -2.142
H -6.040 1.664 -1.231
H -5.719 1.445 -2.955
H 0.920 3.547 -3.272
H 1.041 1.872 -2.724
H 2.160 2.491 -3.971
H 2.668 5.230 -2.609
H 3.942 4.206 -3.282
H 4.043 4.739 -1.600
H 3.060 1.153 -1.311
H 4.307 2.339 -0.905
H 4.152 1.779 -2.579
O -0.259 -2.553 -1.219
S -1.450 -3.116 -0.529
O -2.415 -3.675 -1.416
O -1.942 -2.148 0.443
C -0.740 -4.388 0.476
C -1.601 -5.221 1.166
C -1.085 -6.140 2.062
C 0.287 -6.203 2.263
C 1.147 -5.359 1.580
C 0.643 -4.425 0.667
P 1.788 -3.532 -0.432
C 3.416 -4.073 0.193
C 4.296 -4.891 -0.502
C 5.521 -5.227 0.059
C 5.877 -4.740 1.306
C 5.006 -3.911 2.004
C 3.785 -3.578 1.449
C 1.673 -4.191 -2.104
C 1.606 -3.371 -3.223
C 1.483 -3.940 -4.477
C 1.431 -5.319 -4.614
C 1.486 -6.138 -3.496
C 1.603 -5.576 -2.236
H -2.662 -5.144 0.965
H -1.745 -6.800 2.608
H 0.705 -6.926 2.951
H 2.205 -5.439 1.766
H 4.036 -5.265 -1.484
H 6.202 -5.869 -0.483
H 6.833 -5.001 1.741
H 5.275 -3.538 2.983
H 3.111 -2.920 1.990
H 1.631 -2.295 -3.111
H 1.426 -3.308 -5.352
H 1.340 -5.759 -5.598
H 1.432 -7.213 -3.605
H 1.638 -6.205 -1.353
F 7.169 -1.801 -1.992
C 6.873 -1.037 -0.937
C 7.878 -0.390 -0.283
F 9.124 -0.566 -0.726
C 7.644 0.472 0.833
C 6.303 0.441 1.317
C 5.321 -0.259 0.691
F 4.076 -0.278 1.194
C 5.533 -0.947 -0.516
C 4.410 -1.471 -1.242
C 3.155 -1.443 -0.772
N 2.020 -1.825 -0.418
C 4.530 -1.894 -2.606
N 4.591 -2.300 -3.679
F 5.989 1.127 2.420
C 8.632 1.291 1.388
C 8.390 2.213 2.440
N 8.256 2.997 3.275
C 9.972 1.330 0.916
N 11.070 1.417 0.577
*
```

As for the energy above the lowest of the compared OMol25 structures with the same formula, charge and spin: 24.2 kcal per mole. The calculation puts the HOMO energy at -6.643 eV. The orbital gap is 4.92 eV. Its total energy is -110280.997 eV.

2.
The following is a quantum chemistry calculation of a structure of composition C54H54Br2IN4O8S3 at a distorted geometry, from the Open Molecules 2025 dataset.

The geometry in ORCA input format:
```
! wB97M-V def2-TZVPD RIJCOSX def2/J DEFGRID3
* xyz 1 1
C -2.042 3.959 -2.165
C -2.786 2.888 -2.978
O -1.848 1.875 -3.387
C -2.226 1.258 -4.609
C -1.775 -0.212 -4.701
C -2.159 -0.658 -6.116
C -1.711 0.190 -7.370
C -0.916 -0.693 -8.492
O -2.383 -0.101 -8.501
C -0.250 -0.314 -4.329
S 0.181 -2.019 -5.026
C 0.654 0.626 -5.208
Br 1.656 2.027 -4.222
C 1.621 0.014 -6.280
C 2.984 -0.534 -5.835
Br 2.157 1.653 -7.371
N 0.005 -0.206 -2.849
C 1.350 -0.702 -2.434
O 2.004 0.285 -1.656
N 3.283 -0.305 -1.257
O 4.141 0.352 -1.658
C -1.123 -0.559 -1.914
I -0.462 -0.758 0.162
C -2.092 -1.654 -2.365
S -1.110 -3.217 -2.297
C -3.262 -1.876 -1.267
C -3.311 -3.221 -0.530
C -4.040 -4.270 -1.089
C -4.171 -5.484 -0.473
C -3.585 -5.732 0.766
C -2.890 -4.695 1.352
C -2.264 -4.907 2.724
C -2.771 -3.471 0.713
C -2.747 -1.166 -3.766
C -3.263 -2.468 -4.395
N -4.339 -2.464 -5.394
C -4.114 -3.393 -6.519
N -3.746 -0.213 -3.215
C -4.921 -0.199 -3.535
S -6.421 -0.215 -3.954
H -1.198 3.516 -1.629
H -2.754 4.444 -1.488
H -1.661 4.739 -2.841
H -3.578 2.424 -2.376
H -3.195 3.362 -3.882
H -3.270 1.401 -4.915
H -1.713 1.887 -5.363
H -3.246 -0.489 -6.228
H -1.958 -1.653 -6.498
H -1.376 1.228 -7.261
H -0.137 0.153 -8.473
H -0.954 -0.642 -9.593
H 0.901 -2.666 -4.093
H 0.031 1.291 -5.807
H 1.144 -0.544 -7.080
H 3.755 -0.282 -6.570
H 3.347 -0.182 -4.865
H 2.956 -1.636 -5.817
H 0.070 0.817 -2.662
H 1.327 -1.698 -1.976
H 1.999 -0.809 -3.316
H -1.756 0.313 -1.744
H -1.799 -4.204 -2.898
H -4.237 -1.944 -1.767
H -3.341 -1.029 -0.578
H -4.549 -4.166 -2.051
H -4.735 -6.303 -0.918
H -3.660 -6.695 1.261
H -1.171 -4.810 2.635
H -2.472 -5.924 3.066
H -2.577 -4.144 3.446
H -2.238 -2.705 1.269
H -3.616 -3.148 -3.605
H -2.415 -3.004 -4.838
H -5.202 -2.774 -4.965
H -4.720 -3.030 -7.364
H -4.507 -4.400 -6.301
H -3.080 -3.414 -6.873
C 1.990 2.848 1.071
C 2.017 1.508 1.449
C 2.952 1.064 2.366
C 3.871 1.953 2.906
C 3.860 3.291 2.514
C 2.911 3.738 1.602
C 4.871 4.248 3.051
O 4.859 5.412 2.713
C 5.895 3.738 4.004
C 6.878 4.600 4.475
C 7.827 4.141 5.374
C 7.793 2.822 5.814
C 6.819 1.956 5.345
C 5.873 2.408 4.432
C 4.854 1.462 3.907
O 4.824 0.309 4.284
H 1.250 3.197 0.359
H 1.304 0.805 1.030
H 2.969 0.023 2.665
H 2.894 4.780 1.307
H 6.904 5.628 4.137
H 8.595 4.812 5.735
H 8.533 2.468 6.522
H 6.797 0.929 5.684
C -3.061 -0.878 7.680
C -2.492 -1.454 6.549
C -1.200 -1.126 6.177
C -0.472 -0.210 6.927
C -1.052 0.386 8.048
C -2.344 0.040 8.428
C -0.307 1.406 8.837
O -0.810 1.921 9.813
C 1.061 1.786 8.397
C 1.751 2.777 9.086
C 3.032 3.130 8.691
C 3.633 2.487 7.612
C 2.947 1.502 6.921
C 1.658 1.156 7.303
C 0.923 0.121 6.526
O 1.444 -0.437 5.580
H -4.069 -1.144 7.974
H -3.060 -2.164 5.959
H -0.756 -1.579 5.300
H -2.789 0.493 9.305
H 1.286 3.275 9.926
H 3.566 3.906 9.225
H 4.637 2.760 7.309
H 3.411 1.004 6.080
*
```

The calculation puts the HOMO energy at -11.041 eV. The orbital gap is 7.67 eV. Its total energy is -259888.109 eV.